DFT (wB97M-V/def2-TZVPD) results for C33H57NP2SiTi as an isolated structure in a non-equilibrium geometry.

Calculated values
total charge	+1
energy above the lowest of the compared OMol25 structures with the same formula, charge and spin	40.4	kcal/mol
multiplicity	2
LUMO (spin up / spin down)	-0.211 / -0.213	Ha
M	605.73	g/mol
total energy	-3167.45888	hartree
HOMO level (spin up / spin down)	-0.3435 / -0.3408	Ha

```
95
Properties=species:S:1:pos:R:3:forces:R:3
Ti 0.0252 0.6653 -1.6132 0.9 0.7 5.3
C -0.3190 -2.5964 2.2698 3.2 -0.5 -4.9
C 0.9552 -2.3679 1.6905 -4.2 -1.8 -0.6
C 0.9848 -1.5552 3.8462 -1.2 -0.3 0.0
C -0.2888 -2.1176 3.6064 2.3 2.3 3.4
C 1.7742 -1.7463 2.6790 0.8 0.9 1.9
C -1.4642 -3.2348 1.6088 -0.3 -0.5 -0.2
H -1.1441 -3.8761 0.7825 0.0 0.1 0.1
H -2.1645 -2.4943 1.2051 0.0 0.1 0.1
H -2.0220 -3.8530 2.3164 0.0 0.0 0.0
C -1.3693 -2.2013 4.6041 -0.4 -0.2 -0.2
H -2.2907 -2.5749 4.1438 0.1 0.1 0.2
H -1.5767 -1.2172 5.0484 0.2 -0.2 -0.1
H -1.0986 -2.8763 5.4325 0.1 0.1 -0.2
C 1.4110 -0.8719 5.0829 0.1 0.2 0.6
H 1.4599 -1.5622 5.9380 0.1 0.2 -0.1
H 0.7011 -0.0737 5.3438 0.2 -0.1 0.0
H 2.3989 -0.4197 4.9447 -0.2 0.0 0.2
C 3.1999 -1.3934 2.5345 -0.7 -1.1 0.8
H 3.6826 -1.3052 3.5099 -0.1 0.1 -0.1
H 3.3452 -0.4276 2.0260 0.0 0.1 -0.2
H 3.7419 -2.1467 1.9533 -0.2 0.2 -0.2
C 1.3918 -2.7810 0.3368 0.3 -0.2 -0.5
H 2.0863 -3.6383 0.3733 -0.2 0.2 0.0
H 1.8966 -1.9651 -0.1998 -0.1 -0.3 0.2
H 0.5320 -3.0777 -0.2723 0.2 0.0 0.1
C -1.5138 1.1477 -2.7522 -2.9 1.7 -1.3
C -1.7882 -0.2594 -2.8353 -2.3 -2.2 -1.7
C -1.1955 -1.0619 -4.0040 -0.4 -0.5 0.0
C 0.2098 -1.5689 -3.6348 0.1 -0.3 -0.9
C 0.9882 -0.5519 -2.8494 -0.1 -1.2 -0.2
C 1.1995 0.8499 -3.1979 1.2 0.8 -1.0
C 0.4381 1.5722 -4.3113 0.8 0.1 -1.0
C -1.0386 1.9022 -3.9917 0.0 -0.3 -0.4
H -1.2392 -0.4731 -4.9478 0.4 -0.1 0.7
H 0.7571 -1.8465 -4.5417 -0.1 0.0 -0.2
H -1.8413 -1.9197 -4.2535 0.1 0.2 0.2
H -1.6789 1.6165 -4.8447 0.1 0.0 0.2
H -2.2609 1.6799 -2.1684 0.2 0.0 0.1
H -2.9209 -0.3727 -2.8359 0.7 0.5 -0.5
H -1.1796 2.9912 -3.8789 0.1 -0.7 0.1
H 0.9661 2.5155 -4.5400 -0.2 -0.4 0.2
H 2.2305 1.2115 -3.0954 -0.5 -0.1 0.0
H 0.5150 1.0051 -5.2590 -0.2 0.1 0.3
H 0.1420 -2.5317 -3.0881 -0.1 0.6 0.1
H 1.7325 -0.9888 -2.1874 0.5 0.1 -0.5
P -3.3136 -2.0199 -1.6035 1.1 -0.2 1.1
P 4.7141 0.5942 0.3413 0.2 0.2 -0.6
C 1.8674 0.6240 -0.1846 -0.6 0.7 0.4
C 3.2027 1.2160 -0.5759 1.0 0.5 0.1
H 1.2160 1.4312 0.2030 0.5 -0.5 0.1
H 1.9228 -0.1245 0.6176 -0.2 0.2 -0.5
H 3.4684 1.1206 -1.6465 -0.2 0.3 0.4
H 3.1991 2.2868 -0.2681 0.0 -0.4 -0.7
C 5.8860 2.0011 0.0596 -0.1 0.3 0.1
H 6.8426 1.9074 0.6093 -0.5 -0.2 -0.3
H 5.4063 2.9138 0.4392 0.2 -0.1 -0.2
H 6.0853 2.0881 -1.0257 -0.1 0.2 0.5
C 5.4301 -0.5687 -0.9196 0.1 -0.3 0.5
H 6.1071 -0.0159 -1.5965 -0.4 -0.4 0.2
H 4.6196 -1.0544 -1.4842 0.3 0.1 0.1
H 6.0049 -1.3281 -0.3596 -0.1 0.2 -0.5
C -4.9778 -1.9176 -2.3117 0.1 0.4 -0.6
H -5.6275 -2.3928 -1.5544 0.2 0.3 -0.2
H -5.0927 -2.4578 -3.2628 0.0 0.4 0.2
H -5.2295 -0.8454 -2.3986 -0.3 -0.5 0.0
C -2.7489 -3.6252 -2.2706 0.4 0.5 -0.5
H -3.2104 -4.3759 -1.5988 0.3 0.2 -0.3
H -1.6504 -3.6337 -2.2017 -0.4 -0.3 0.2
H -3.0304 -3.8042 -3.3206 0.0 -0.1 0.4
C -0.5350 4.0095 -1.4910 0.1 0.2 -0.5
Si -0.7811 3.3156 0.2080 -0.6 -1.7 1.3
C 0.7017 3.7368 1.2965 0.1 0.8 0.2
C -2.3804 4.0057 0.9478 0.1 0.3 0.0
N -1.0092 1.5482 0.1349 0.4 -0.3 -0.8
C -1.6465 0.8991 1.1925 0.0 1.1 -0.6
C -1.2310 1.1321 2.5215 -0.5 -0.6 0.2
C -2.1175 0.9067 3.5735 -0.2 -0.3 -0.1
C -3.3801 0.3344 3.3304 0.0 0.2 0.5
C -3.7280 -0.0646 2.0335 0.5 -0.2 0.0
C -2.8487 0.1839 0.9817 0.1 -0.1 0.3
H -0.7699 5.0848 -1.4302 0.2 -0.2 0.0
H -1.2560 3.5886 -2.2026 0.3 0.3 0.4
H 0.4897 3.9106 -1.8930 -0.4 0.0 0.1
H 1.2319 4.5981 0.8579 0.0 -0.2 0.2
H 0.3444 4.0701 2.2861 0.2 -0.2 -0.3
H 1.4485 2.9475 1.4572 -0.3 0.1 -0.1
H -3.2435 3.3763 0.6836 0.3 0.1 0.1
H -2.3287 4.0722 2.0458 0.0 -0.1 -0.3
H -2.5769 5.0155 0.5584 0.0 -0.2 0.2
H -0.2136 1.4677 2.6823 -0.1 0.4 0.1
H -1.8098 1.1789 4.5889 -0.2 -0.1 -0.3
H -4.0855 0.1956 4.1592 0.3 0.1 -0.4
H -4.6749 -0.5798 1.8452 0.3 0.2 0.1
H -3.0619 -0.1612 -0.0284 -0.1 0.5 0.3
```
Forces are in eV/Å.

For each atom in turn, the Mulliken charge in e is:
1 Ti -0.9099
2 C 0.6026
3 C 0.6160
4 C -0.2389
5 C 1.1931
6 C 1.2984
7 C -1.3467
8 H 0.5436
9 H -0.0365
10 H 0.4400
11 C -1.6090
12 H 0.4000
13 H 0.2948
14 H 0.3977
15 C -1.6339
16 H 0.3350
17 H 0.2572
18 H 0.4421
19 C -1.2385
20 H 0.4348
21 H -0.0688
22 H 0.4168
23 C -0.4105
24 H 0.4593
25 H -0.3906
26 H -0.1497
27 C -0.1456
28 C -0.5220
29 C -0.7753
30 C -0.9904
31 C 0.2012
32 C 0.2609
33 C -1.1410
34 C -1.4492
35 H 0.3287
36 H 0.4170
37 H 0.3676
38 H 0.4972
39 H 1.3718
40 H 0.7036
41 H 0.4740
42 H 0.4231
43 H 0.1243
44 H 0.3815
45 H 0.1610
46 H 0.5082
47 P 0.8867
48 P 0.4238
49 C 2.7806
50 C -0.8812
51 H -1.8100
52 H -1.2167
53 H 0.0265
54 H 0.4698
55 C -1.2205
56 H 0.3713
57 H 0.3667
58 H 0.3710
59 C -1.1497
60 H 0.3779
61 H 0.2895
62 H 0.3748
63 C -1.2687
64 H 0.4177
65 H 0.3727
66 H 0.3621
67 C -1.1087
68 H 0.4366
69 H 0.1785
70 H 0.4791
71 C -0.9910
72 Si 0.4370
73 C -1.2886
74 C -1.2119
75 N 0.4898
76 C -0.0679
77 C 0.0925
78 C -1.3341
79 C -0.7494
80 C -0.2850
81 C -0.2574
82 H 0.5252
83 H -0.0159
84 H 0.3377
85 H 0.3958
86 H 0.3508
87 H 0.2985
88 H 0.2844
89 H 0.2955
90 H 0.4433
91 H 0.5381
92 H 0.5595
93 H 0.3688
94 H 0.3794
95 H -0.2201